# 1
Entry from the Open Molecules 2025 dataset: a molecular structure, C13H23N3O2 in a non-equilibrium geometry (ωB97M-V/def2-TZVPD).

Structure (XYZ):
```
41
Properties=species:S:1:pos:R:3
N 0.66 3.24 -0.18
H -2.08 -5.40 -1.03
C 0.42 1.13 1.33
H 2.80 0.84 -0.08
H -0.68 -4.25 -2.68
C -1.71 -4.82 -0.30
H 2.77 3.85 0.07
C 0.28 4.14 0.87
H 0.67 3.88 1.90
C -0.47 -2.44 0.35
O 1.41 -0.82 -0.80
H 0.03 -2.86 -2.32
H -2.69 -4.14 0.27
C 0.36 -0.34 -0.78
H -2.49 -1.32 0.53
H 0.72 -2.65 0.50
N 1.64 1.36 1.72
H -0.80 4.45 0.96
C 2.10 3.04 0.02
H -0.76 -2.70 1.17
H -1.11 1.17 -1.77
C -1.97 -0.81 -0.19
H -4.02 -0.62 -1.26
C -0.02 1.91 0.17
H -2.97 -2.05 -1.60
C 2.43 1.73 0.64
N -0.66 -1.14 -0.37
H -1.95 0.16 0.16
C 0.19 1.02 -1.07
H 2.06 0.88 2.35
H 0.62 5.21 0.64
C -2.90 -0.97 -1.51
O -0.38 0.73 2.32
H 2.47 2.94 -0.99
C -0.53 -3.62 -2.01
H 3.70 1.92 1.21
C -0.92 -3.72 -0.85
H -2.45 -0.57 -2.24
H 0.93 1.46 -1.82
H -1.37 -5.11 0.41
H -1.19 2.23 0.36
```

Values from the calculation:
F_max   19.253 eV/Å
ΔE to the lowest compared entry with this formula, charge and spin   358.8 kcal per mole
Orbital gap   9.1 eV
Multiplicity   1
E   -22405.628 eV

Charges obtained by Mulliken population analysis, quoted in units of e:
1. N -0.07
2. H 0.42
3. C 0.23
4. H 0.15
5. H 0.61
6. C -2.05
7. H 0.46
8. C -0.94
9. H 0.34
10. C -1.54
11. O -0.56
12. H 0.37
13. H 0.21
14. C 0.43
15. H 0.62
16. H 0.27
17. N -0.08
18. H 0.28
19. C -0.84
20. H 0.92
21. H 0.13
22. C -1.12
23. H 0.30
24. C 0.32
25. H 0.35
26. C -0.24
27. N 0.58
28. H 0.49
29. C -1.06
30. H 0.21
31. H 0.35
32. C -1.37
33. O -0.75
34. H 0.37
35. C -1.52
36. H 0.32
37. C 1.26
38. H 0.48
39. H 0.33
40. H 0.83
41. H 0.53



# 2
Entry from the Open Molecules 2025 dataset: a molecular structure, C27H75AlF4N9O19S4 in a non-equilibrium geometry (ωB97M-V/def2-TZVPD).

Structure (XYZ):
```
139
Properties=species:S:1:pos:R:3
N 0.80 3.44 1.86
O 4.18 5.12 2.26
S -5.25 -0.78 3.89
N 1.43 -6.23 2.55
H 1.81 1.33 -1.57
C 5.65 3.29 -0.23
C 5.21 0.93 -0.42
H 3.53 -0.33 -0.27
H 0.60 2.53 1.47
H 4.66 3.33 0.21
F -1.42 2.30 -0.37
O -6.51 -1.42 3.75
H 3.76 1.19 1.60
H 2.40 3.04 -0.72
H 3.27 -1.24 -1.45
C 1.81 -5.09 1.72
H -0.31 -1.69 -5.40
O 0.05 0.82 -1.57
C -4.86 4.39 -0.62
S -0.18 -0.98 0.71
H -0.34 -1.13 -1.47
H -5.83 4.27 -1.11
N -0.83 -0.89 -2.32
C 2.37 3.93 -0.09
H 5.11 3.20 2.00
N 3.08 1.21 0.86
H 1.21 -4.29 -0.26
H -2.79 3.52 0.73
H 1.84 -2.88 1.89
H 5.68 0.80 0.56
C 1.27 1.61 -3.20
H -0.86 1.54 -3.59
N -3.62 2.99 0.96
H -1.91 0.80 -2.31
H -4.50 -3.10 -0.55
H 3.31 1.00 -2.53
H -1.31 -0.60 5.08
O 0.73 1.85 0.50
O -2.02 0.86 3.69
C -0.23 -4.92 -1.45
S -0.30 1.10 -0.16
C -3.51 -3.34 -0.18
H -0.34 0.00 -4.92
H -1.57 -2.66 -0.63
H -5.49 2.50 0.12
O -0.85 4.00 1.21
H -3.45 -1.63 -2.52
O 0.20 -3.66 2.94
H 5.75 4.07 -0.98
H -2.87 2.77 -1.49
H 0.76 -5.85 3.21
H -4.22 4.97 -1.28
H 1.39 4.33 -0.36
H -2.07 -1.07 -2.20
H 2.18 -3.83 3.35
H 0.84 -5.97 -0.14
H -5.08 5.00 0.26
C 0.88 -5.05 0.44
H 2.00 3.13 -4.03
N -2.83 -1.54 -1.73
C -0.20 -1.61 -3.41
H 0.84 -6.78 1.95
H -4.05 3.59 1.65
H 2.23 0.73 1.10
C 1.51 -3.73 2.49
H 1.80 -0.66 -3.45
H 3.62 -2.60 -2.62
H -0.91 -2.66 4.47
H 2.68 4.71 3.49
H -0.63 -2.61 -3.42
O 1.67 -2.30 -2.15
H 3.13 2.41 -1.59
C -0.14 -2.51 3.73
C 5.11 4.14 2.56
O -0.23 -2.01 -0.31
Al -3.13 0.60 1.57
F -2.36 -1.99 2.50
O -4.31 -3.08 1.61
O -3.36 0.86 -0.81
C 2.90 1.35 -1.58
O 5.74 2.13 -1.05
H -3.09 -0.48 -2.38
O 1.08 -0.73 1.35
O -1.60 -5.00 -1.94
H -3.47 -4.37 0.16
F -5.78 0.77 3.73
H -1.92 -0.48 -1.03
H 0.75 -2.40 4.35
C 3.08 -2.27 -1.74
C 0.02 2.13 -3.85
H -3.43 -2.74 0.73
N -1.37 0.29 0.56
H -0.07 3.17 -3.53
C 2.19 3.66 1.51
O 2.32 2.26 -3.79
H 1.41 0.54 -3.37
H 5.71 0.22 -1.08
N -1.42 3.37 2.10
C -4.53 2.93 -0.18
H 2.30 5.79 2.11
H 0.41 -4.28 -2.06
H 1.25 1.82 -2.13
H 6.40 3.30 0.57
C -2.12 -3.73 -2.43
H 3.15 -3.01 -0.94
H 0.03 2.00 -4.94
H -1.51 -3.23 -3.19
H -3.01 -3.96 -3.01
O -3.80 -3.10 3.98
S -3.91 -2.35 2.78
O -1.68 3.77 3.17
H -4.41 2.16 -2.16
H 2.87 -5.03 1.47
H -0.16 -4.97 0.75
H -1.82 -0.88 -4.64
N -4.33 -0.73 2.72
C 3.67 0.74 -0.40
H -1.45 -1.13 3.45
C -2.53 0.15 -1.68
H -0.12 -0.16 4.00
H 0.25 -5.88 -1.30
O -1.58 2.17 1.92
H 3.08 4.73 -0.32
H -0.46 -1.60 3.22
C -2.47 -2.87 -1.20
H 2.73 2.75 1.76
C 2.80 4.87 2.42
H 1.76 -2.21 -4.22
H 0.15 3.96 1.29
H -0.53 0.06 -2.48
H 5.06 3.90 3.62
C -0.73 -0.99 -4.68
C -1.20 -0.25 4.06
C 1.36 -1.66 -3.37
F -0.96 -1.70 1.95
H -0.29 -4.48 -0.45
C -3.76 2.19 -1.29
H 6.04 4.69 2.41
O -4.63 -0.68 5.25
```

Values from the calculation:
F_max   18.753 eV/Å
ΔE to the lowest compared entry with this formula, charge and spin   1078.7 kcal per mole
Orbital gap   4.1 eV
Multiplicity   1
Charge   -1
E   -142276.637 eV

These are the Mulliken partial charges, in e, on atoms 1 to 99:
1. N -0.90
2. O -0.32
3. S 0.91
4. N -0.99
5. H -0.60
6. C 0.01
7. C -1.34
8. H 0.27
9. H 0.22
10. H -0.62
11. F -0.62
12. O -0.65
13. H 0.54
14. H -0.70
15. H 0.17
16. C 0.19
17. H 0.67
18. O -0.33
19. C -1.63
20. S 0.49
21. H -1.81
22. H 0.51
23. N 0.66
24. C -1.06
25. H -0.07
26. N 1.21
27. H -0.77
28. H 0.32
29. H -0.18
30. H 0.40
31. C 0.70
32. H -0.12
33. N -0.39
34. H 0.43
35. H 0.11
36. H 1.17
37. H 0.14
38. O 0.50
39. O -0.51
40. C 0.18
41. S 0.55
42. C -0.85
43. H 0.18
44. H -0.58
45. H 0.32
46. O -0.46
47. H 0.50
48. O -0.40
49. H 0.27
50. H 0.13
51. H 0.33
52. H 0.29
53. H 0.78
54. H 0.21
55. H 0.56
56. H 0.05
57. H 0.41
58. C -0.93
59. H 0.46
60. N 0.88
61. C 0.50
62. H 0.37
63. H 0.38
64. H -0.43
65. C -0.21
66. H 0.69
67. H 0.38
68. H 0.40
69. H 0.40
70. H -0.38
71. O 0.01
72. H 0.86
73. C -1.37
74. C -0.35
75. O 0.41
76. Al 0.15
77. F -0.09
78. O -0.60
79. O -0.17
80. C -0.97
81. O -0.43
82. H 0.23
83. O -1.73
84. O -0.62
85. H 0.38
86. F -0.37
87. H -0.32
88. H 0.41
89. C -0.98
90. C -1.63
91. H -0.30
92. N 1.42
93. H 0.71
94. C 1.66
95. O -0.55
96. H -1.28
97. H 0.36
98. N -0.17
99. C 0.24



# 3
Entry from the Open Molecules 2025 dataset: a molecular structure, C57H55N5O4S3Sn (ωB97M-V/def2-TZVPD).

Structure (XYZ):
```
125
Properties=species:S:1:pos:R:3
O -1.65 -1.31 0.47
H -2.86 0.52 -0.88
C 5.11 -0.14 -2.11
C 3.38 -4.34 0.35
C 2.05 -4.31 4.16
H -3.38 1.87 -3.00
C 2.75 -2.22 3.15
C -3.82 1.78 2.03
S 0.98 -3.72 1.69
C -4.78 -1.70 4.36
C 0.49 1.91 5.13
C -2.01 2.91 3.08
H 2.24 5.58 -0.35
C -3.56 -4.40 -1.41
H 3.21 -4.26 -1.81
C 5.32 2.70 2.89
S 3.71 -1.25 -2.27
C -0.77 4.46 -1.39
H -6.64 -1.96 3.32
C -4.52 -4.08 -2.37
C 1.48 4.93 -0.76
H 6.36 2.99 2.95
C 0.29 -0.30 4.24
H -2.35 -3.68 0.21
H -4.03 2.99 3.79
H 1.46 -5.31 0.03
H -1.79 -1.17 2.84
S 0.52 -1.12 -4.33
C 0.30 2.68 2.14
H -0.06 2.15 7.18
C -2.91 1.28 1.10
O 1.02 -2.48 0.86
C 0.16 5.34 -0.87
H -2.59 -2.14 -3.05
H -2.59 0.11 -3.10
C -0.15 -0.76 5.47
C 4.98 0.96 -1.28
C -1.01 -1.04 -3.74
H -2.82 3.53 -3.17
C -3.11 -3.44 -0.53
H -0.15 6.33 -0.55
C 1.14 1.48 2.67
C -1.16 2.39 2.11
H 0.48 3.58 2.74
H -1.60 3.55 3.86
C 3.59 -2.86 5.31
H 0.67 2.88 1.13
C -3.60 -2.13 -0.57
O 2.59 -0.64 -1.51
H 5.26 -2.94 -1.56
H -5.22 -1.80 5.34
O 1.06 0.43 1.78
C 4.34 3.45 3.54
C -2.85 -1.35 2.96
H 2.81 3.27 -1.07
C 6.04 1.85 -1.17
C -3.36 2.60 3.04
N -1.88 -2.07 -3.76
H 8.23 0.37 -3.30
C 0.64 1.03 4.05
H 2.20 -5.72 1.58
C -5.01 -1.64 1.96
C 3.53 -1.95 4.27
C 2.03 -3.40 3.11
H 5.95 2.71 -0.52
H 4.05 1.11 -0.75
Sn 0.13 -0.22 0.04
H 0.38 -0.97 3.40
C -3.37 0.32 0.06
H -0.61 -0.24 7.51
C 4.93 1.59 2.16
C -3.64 -1.42 1.82
H 4.55 -2.01 -0.22
C 3.59 1.22 2.09
N -0.81 1.10 -2.75
N -1.61 1.59 1.13
C -4.55 -1.82 -1.53
H -5.64 -1.71 1.08
H -4.45 0.44 -0.09
H -3.19 2.89 -1.57
C 7.21 1.63 -1.89
H 5.67 1.00 1.63
H 4.10 -5.16 0.24
C 2.85 -4.04 5.26
C -1.32 2.22 -2.40
H 8.03 2.33 -1.80
H -2.78 -1.40 5.10
H -5.75 -2.52 -3.17
H -0.39 -1.81 5.59
H -4.86 1.48 1.98
C 3.01 3.08 3.47
H 3.28 0.38 1.49
H 1.45 -5.21 4.12
H 6.33 -1.21 -3.52
C 1.79 3.64 -1.16
H -4.96 -0.82 -1.60
C 0.04 1.45 6.36
H -4.87 -4.83 -3.07
N 0.91 2.79 -1.66
C -0.27 0.11 6.54
N -1.59 0.11 -3.24
C -0.36 3.19 -1.80
C 3.23 -3.57 -0.97
C -3.01 -1.15 0.45
C -2.76 2.64 -2.54
H 4.08 -1.02 4.32
H 2.28 -3.04 -0.95
H -3.17 -5.41 -1.36
C 2.61 1.95 2.76
H -1.51 -2.94 -4.11
H 2.64 -1.51 2.35
H 4.62 4.34 4.10
H 0.72 2.96 5.02
C -3.41 -1.48 4.22
C -5.01 -2.79 -2.43
H 4.19 -2.65 6.19
H 2.28 3.70 3.98
C 2.06 -4.92 0.85
C 7.32 0.53 -2.73
H 3.79 -3.69 1.12
C 6.26 -0.36 -2.85
C -5.57 -1.78 3.22
H 2.87 -4.74 6.09
C 4.34 -2.54 -1.15
H -1.81 4.76 -1.49
```

Values from the calculation:
F_max   0.395 eV/Å
ΔE to the lowest compared entry with this formula, charge and spin   16.0 kcal per mole
Orbital gap   7.9 eV
Multiplicity   1
E   -113980.057 eV

These are the Mulliken partial charges, in e, on atoms 1 to 99:
1. O -0.07
2. H -0.94
3. C 0.11
4. C -0.69
5. C -0.81
6. H 0.29
7. C -0.47
8. C -0.63
9. S -0.01
10. C -0.80
11. C -0.38
12. C -0.78
13. H 0.46
14. C -0.83
15. H 0.44
16. C -0.96
17. S -0.15
18. C -0.61
19. H 0.41
20. C -0.67
21. C -0.67
22. H 0.42
23. C -0.07
24. H 0.42
25. H 0.44
26. H 0.48
27. H -0.26
28. S -0.30
29. C -0.68
30. H 0.44
31. C -0.75
32. O -0.60
33. C -0.79
34. H 0.26
35. H 0.12
36. C -0.43
37. C 0.17
38. C 0.05
39. H 0.51
40. C -0.59
41. H 0.40
42. C 2.87
43. C -0.28
44. H 1.08
45. H 0.52
46. C -0.68
47. H -1.11
48. C -0.70
49. O -0.16
50. H 0.57
51. H 0.42
52. O -0.26
53. C -0.92
54. C 0.63
55. H 0.29
56. C -0.31
57. C -1.36
58. N -0.39
59. H 0.40
60. C 0.12
61. H 0.58
62. C -0.60
63. C -0.67
64. C 0.65
65. H 0.48
66. H 0.09
67. Sn 2.49
68. H -0.31
69. C -0.46
70. H 0.41
71. C -0.98
72. C -0.87
73. H 0.16
74. C -0.08
75. N -0.15
76. N 1.48
77. C 0.51
78. H 0.43
79. H 0.80
80. H 0.34
81. C -0.70
82. H 0.65
83. H 0.58
84. C -0.74
85. C 0.49
86. H 0.39
87. H 0.37
88. H 0.43
89. H 0.69
90. H 0.53
91. C -0.58
92. H 0.03
93. H 0.50
94. H 0.43
95. C -0.06
96. H 0.31
97. C -1.03
98. H 0.39
99. N -0.12



# 4
Entry from the Open Molecules 2025 dataset: a molecular structure, C18H48AsF6O19S6V in a non-equilibrium geometry (ωB97M-V/def2-TZVPD).

Structure (XYZ):
```
99
Properties=species:S:1:pos:R:3
H -5.61 0.13 -0.54
H 6.39 -2.40 -4.08
S 2.84 -2.46 -1.04
H 4.61 -0.03 3.24
H -3.20 -0.15 3.83
H 1.65 0.62 5.32
H 1.35 -3.90 -1.96
H 5.25 -1.04 -3.98
H -3.84 -2.89 -0.25
O -0.92 -1.01 -0.16
O 0.06 -0.37 -2.57
S -1.64 -2.26 -0.11
H -6.69 1.02 -1.58
F 1.62 4.31 2.22
H 1.29 -3.12 2.57
H 5.52 -2.53 -1.86
C 4.83 -2.72 -2.68
O -0.44 1.12 1.70
F 1.56 4.60 -1.22
O -1.07 1.64 -0.82
H -2.89 4.21 -2.18
H 3.38 0.85 4.89
S -1.55 1.48 2.54
H -3.02 -2.30 -6.67
C 1.71 -0.10 -4.53
O -2.87 1.23 2.06
H 1.33 3.09 4.93
F 3.12 3.58 0.43
F 0.10 5.26 0.60
O -3.42 1.46 -1.06
C 2.32 2.66 5.09
S -2.14 2.11 -1.68
H 2.57 -0.21 -3.88
H -4.80 2.53 -2.18
H -3.66 0.22 6.23
H -4.53 0.92 -2.77
C -2.38 3.81 -1.30
H 2.98 -4.72 -1.78
S 2.38 -0.27 2.59
C 4.09 -0.07 2.29
H -3.06 -2.51 -5.00
O 2.11 -1.35 3.46
O -1.30 0.76 3.92
V 0.62 0.50 -0.33
H -0.58 -1.62 2.73
C 2.36 1.19 4.72
O 0.77 -2.42 -3.78
C -5.79 1.12 -0.97
F 0.76 2.97 0.36
As 1.64 4.48 0.50
C 5.35 -2.12 -3.98
H -2.06 0.96 6.46
C -4.63 1.50 -1.85
O 3.82 -2.46 0.00
H -1.25 -3.17 3.22
H -0.69 -1.62 -6.66
H 4.81 -2.55 -4.82
H 2.45 2.71 6.17
F 2.50 5.95 0.59
H -5.94 1.84 -0.17
C -0.80 -2.63 2.38
H -0.21 3.24 3.15
H 1.88 -0.53 -5.51
C -1.27 3.18 2.94
H 1.33 0.90 -4.70
C 2.22 -4.09 -1.33
H -3.18 -0.82 -5.70
O -1.88 -2.56 1.41
H -3.26 1.71 5.36
H 1.91 -4.49 -0.36
O 1.68 1.16 -1.21
H 0.34 -4.46 2.05
O -1.11 -3.38 -0.79
H 3.05 3.25 4.55
H -3.02 3.94 -0.43
C 0.43 -3.38 1.94
O 1.73 -0.12 1.32
H -1.44 4.37 -1.23
H -1.56 3.73 2.05
H -3.37 -1.82 -1.59
O 3.56 -2.09 -2.39
H -1.90 3.44 3.79
H -0.79 -2.72 -5.34
C -2.39 -0.02 4.54
C -2.72 -1.80 -5.75
S 0.42 -1.03 -3.78
H 4.69 -3.79 -2.78
H -3.61 -1.13 0.12
O -2.04 1.93 -3.07
C -1.21 -1.78 -5.72
C -2.85 0.77 5.74
H 4.25 0.74 1.58
C -3.33 -1.97 -0.51
H 4.45 -0.93 1.71
H 0.70 -3.07 0.93
H -1.90 -0.95 4.81
O 1.73 -1.57 -0.94
O -0.77 -0.77 -4.75
O 2.04 1.07 3.32
```

Values from the calculation:
F_max   2.326 eV/Å
ΔE to the lowest compared entry with this formula, charge and spin   0.0 kcal per mole
Orbital gap (spin up / spin down)   10.2 / 11.2 eV
Multiplicity   2
Charge   +1
E   -226186.901 eV

Charges obtained by Mulliken population analysis, quoted in units of e:
1. H 0.20
2. H 0.42
3. S 0.69
4. H 0.43
5. H 0.40
6. H 0.21
7. H 0.14
8. H 0.31
9. H 0.55
10. O -0.12
11. O -0.09
12. S 0.91
13. H 0.42
14. F -0.44
15. H 0.45
16. H 0.34
17. C -0.29
18. O 0.34
19. F -0.50
20. O -0.13
21. H 0.54
22. H 0.36
23. S 0.92
24. H 0.39
25. C -1.01
26. O -0.78
27. H 0.19
28. F -0.47
29. F -0.48
30. O 0.05
31. C -1.24
32. S 0.97
33. H 0.21
34. H 0.38
35. H 0.42
36. H 0.30
37. C -1.17
38. H 0.54
39. S 1.11
40. C -1.23
41. H 0.28
42. O -0.87
43. O 0.08
44. V 1.05
45. H -0.66
46. C -0.22
47. O -0.84
48. C -1.16
49. F -0.66
50. As 2.28
51. C -1.23
52. H 0.29
53. C -0.33
54. O -0.83
55. H 0.54
56. H 0.38
57. H 0.29
58. H 0.46
59. F -0.47
60. H 0.31
61. C 0.48
62. H -0.14
63. H 0.45
64. C -0.75
65. H 0.34
66. C -0.90
67. H 0.28
68. O -0.34
69. H 0.27
70. H 0.33
71. O -0.21
72. H 0.40
73. O -0.65
74. H 0.35
75. H 0.27
76. C -0.65
77. O -0.89
78. H 0.33
79. H 0.24
80. H 0.36
81. O 0.21
82. H 0.44
83. H 0.33
84. C -0.32
85. C -1.17
86. S 0.85
87. H 0.28
88. H 0.09
89. O -0.69
90. C -0.32
91. C -1.27
92. H 0.35
93. C -0.96
94. H 0.41
95. H -0.46
96. H 0.27
97. O 0.11
98. O -0.08
99. O 0.46



> The lowest E belongs to which entry?

C18H48AsF6O19S6V



> Which of these has the highest multiplicity?

C18H48AsF6O19S6V



> Number 4 is which compound?

C18H48AsF6O19S6V